Version 1
# C4H11NO3

A 2-piece molecular cluster, C4H11NO3 overall (ωB97M-V/def2-TZVPD, OMol25).

The geometry in XYZ format:
```
19
Properties=species:S:1:pos:R:3:mulliken_charge:R:1
C -0.58315 -1.90829 0.47207 -1.312
C 0.26452 -0.65518 0.57316 -0.345
C -0.59524 0.60107 0.33945 0.212
N -1.33518 1.11082 1.50082 -0.681
C 0.32336 1.73673 -0.05312 0.268
O 0.95227 2.41775 0.70614 -0.565
O 0.40572 1.89992 -1.39275 -0.463
H -1.00772 -2.10200 -0.51923 0.313
H -1.50566 -1.77666 1.05569 0.314
H -0.12961 -2.82052 0.84140 0.382
H 1.11184 -0.68706 -0.10468 0.412
H 0.73528 -0.63555 1.56101 0.226
H -1.33650 0.35298 -0.41067 0.382
H -1.81269 0.36882 1.99990 0.268
H -0.64914 1.48322 2.14974 0.278
H 1.03081 2.57885 -1.63201 0.319
O 1.71227 -0.79957 -2.36311 -0.643
H 1.52275 0.13730 -2.31785 0.324
H 0.89609 -1.30261 -2.40595 0.311
```

The HOMO energy is -9.73 eV. As for the gap between HOMO and LUMO: 10.3 eV. As for the SMILES: CC[C@@H](N)C(=O)O.O.


Version 2
# C4H11NO3

A 2-piece molecular cluster, C4H11NO3 overall (ωB97M-V/def2-TZVPD, OMol25).

The geometry in XYZ format:
```
19
Properties=species:S:1:pos:R:3:mulliken_charge:R:1
C 0.85868 -0.85286 2.28301 -1.441
C 0.84866 0.03264 1.03629 0.190
N 2.21316 -0.00412 0.49179 -0.557
C -0.30791 -0.18854 0.03481 -0.171
C -0.06834 0.83566 -1.08482 0.490
O 0.08244 0.42507 -2.21869 -0.566
O -0.15525 2.14591 -0.89535 -0.495
H 0.71658 -1.88770 2.03839 0.351
H 1.79672 -0.72992 2.85239 0.359
H 0.03929 -0.71959 2.97055 0.366
H 0.76529 1.09492 1.35718 0.250
H 2.84004 0.41787 1.15379 0.244
H 2.55923 -0.90380 0.17262 0.216
H -1.30682 0.10959 0.38232 0.123
H -0.22224 -1.22212 -0.34105 0.287
H -0.53455 2.82556 -1.45404 0.361
O -2.80084 -1.94476 -0.04675 -0.639
H -3.14933 -2.04078 -0.94510 0.318
H -3.25822 -1.28542 0.47442 0.316
```

The HOMO energy is -9.05 eV. As for the gap between HOMO and LUMO: 9.6 eV. As for the SMILES: C[C@@H](N)CC(=O)O.O.


Most stable = version 1


Version 1
# C4H11NO3

A 2-piece molecular cluster, C4H11NO3 overall (ωB97M-V/def2-TZVPD, OMol25).

The geometry in XYZ format:
```
19
Properties=species:S:1:pos:R:3:mulliken_charge:R:1
C -0.00279 2.68771 0.17036 -0.928
N -0.25610 1.18520 0.00813 0.098
C -1.47723 0.64711 -0.39277 0.126
O -1.43405 -0.57025 -0.44077 -0.578
C 0.92909 0.30331 -0.08192 -0.689
C 1.88685 0.28751 1.17055 -0.406
O 2.59347 1.55053 1.00235 -0.528
H -0.16723 3.02281 1.22240 0.235
H 0.98272 3.03694 -0.25378 0.259
H -0.81341 3.14465 -0.27696 0.462
H -2.47251 1.22020 -0.34011 0.287
H 1.46412 0.64722 -0.99140 0.345
H 0.76198 -0.73253 -0.44992 0.362
H 1.37990 0.17201 2.02985 0.377
H 2.66448 -0.54063 1.17157 0.288
H 3.01779 1.91142 1.88021 0.291
O -2.62850 -5.85536 -1.87127 -0.637
H -2.94035 -6.74682 -1.88994 0.311
H -3.48820 -5.37106 -1.66657 0.325
```

The HOMO energy is -8.98 eV. As for the gap between HOMO and LUMO: 9.8 eV. As for the SMILES: CN(C=O)CCO.O.


Version 2
# C4H11NO3

A 2-piece molecular cluster, C4H11NO3 overall (ωB97M-V/def2-TZVPD, OMol25).

The geometry in XYZ format:
```
19
Properties=species:S:1:pos:R:3:mulliken_charge:R:1
N 1.85276 0.39756 -1.73043 -0.471
C 1.66689 0.68179 -0.26480 -0.440
C 0.36061 1.50664 -0.03771 -0.466
C -0.97072 0.72417 -0.02731 -0.384
C -1.11887 -0.19571 1.10753 0.519
O -1.80197 -1.21626 1.17826 -0.653
O -0.54430 0.19980 2.27194 -0.491
H 2.15599 1.11300 -2.34019 0.168
H 1.42153 -0.31915 -2.15540 0.166
H 1.65226 -0.25795 0.36715 0.283
H 2.51377 1.23056 0.16015 0.277
H 0.50877 2.16162 0.90560 0.283
H 0.19616 2.21940 -0.88466 0.302
H -1.92808 1.43118 0.05227 0.259
H -1.11123 0.19050 -0.98715 0.258
H -0.78917 -0.42896 3.07979 0.379
O -1.20039 -3.36164 -0.47872 -0.604
H -2.00051 -2.80315 -0.56913 0.316
H -0.86351 -3.27339 0.35282 0.298
```

The HOMO energy is -9.00 eV. As for the gap between HOMO and LUMO: 9.5 eV. As for the SMILES: NCCCC(=O)O.O.


Version 3
# C4H11NO3

A 2-piece molecular cluster, C4H11NO3 overall (ωB97M-V/def2-TZVPD, OMol25).

The geometry in XYZ format:
```
19
Properties=species:S:1:pos:R:3:mulliken_charge:R:1
C 0.90762 -1.32425 -0.57718 -1.326
C 1.08727 0.08523 -0.08864 0.745
N 1.48993 1.01420 -1.01744 -0.511
C 0.77797 0.48575 1.19267 0.074
O 0.71088 -0.43531 2.21294 -0.573
O 1.19488 1.74228 1.59473 -0.561
H 0.44079 -1.33209 -1.56683 0.380
H 1.88312 -1.81722 -0.64538 0.360
H 0.26980 -1.92260 0.07589 0.292
H 1.80390 1.87805 -0.57393 0.220
H 2.08393 0.65806 -1.75799 0.225
H -0.05182 -1.00772 2.02132 0.367
H 1.37559 1.63599 2.54455 0.326
C -2.56043 -0.05612 -0.85581 -0.605
O -1.94461 -0.08695 0.41020 -0.485
H -2.57234 -1.07116 -1.27195 0.217
H -2.04051 0.62208 -1.54315 0.264
H -3.60914 0.24807 -0.75682 0.270
H -1.24682 0.68372 0.60281 0.322
```

The HOMO energy is -7.19 eV. As for the gap between HOMO and LUMO: 7.9 eV. As for the SMILES: CC(N)=C(O)O.CO.


Most stable = version 2


Version 1
# C15H21NO4

An isolated molecule of C15H21NO4 (ωB97M-V/def2-TZVPD, OMol25).

The geometry in XYZ format:
```
41
Properties=species:S:1:pos:R:3:mulliken_charge:R:1
C -4.18982 -1.70610 0.21576 -1.026
C -3.40078 -2.57554 -0.75565 -0.661
C -1.89419 -2.31628 -0.72123 0.067
C -1.22293 -2.84600 0.54567 -0.696
C 0.29536 -2.70947 0.47414 -0.870
O 0.62171 -1.33508 0.57224 -0.276
C 1.85977 -0.90604 0.19207 0.870
C 2.90907 -1.77459 -0.09341 -0.784
C 4.13961 -1.29184 -0.50351 -0.580
C 4.34566 0.06772 -0.64713 -0.697
C 3.31244 0.93675 -0.35613 -0.712
C 2.07291 0.47946 0.07824 0.332
C 1.05937 1.53794 0.37347 0.676
O 1.12185 2.64046 -0.13855 -0.686
N 0.13632 1.22329 1.31484 -0.112
C -0.93923 2.11885 1.64404 -1.066
C -2.23613 1.78033 0.88304 -0.040
C -2.05058 2.09038 -0.58209 0.511
O -2.43552 3.08276 -1.13441 -0.605
O -1.38872 1.11449 -1.21724 -0.352
H -5.25056 -1.93724 0.15054 0.401
H -4.05785 -0.65393 -0.02627 0.163
H -3.87146 -1.87361 1.24174 0.304
H -3.76302 -2.38162 -1.76746 0.338
H -3.58836 -3.62936 -0.53537 0.346
H -1.69914 -1.24699 -0.81403 -0.243
H -1.43924 -2.81210 -1.58276 0.377
H -1.46409 -3.90299 0.67617 0.402
H -1.58040 -2.30444 1.42206 0.273
H 0.65500 -3.11858 -0.47776 0.558
H 0.76835 -3.26122 1.29927 0.409
H 2.77768 -2.83995 0.01273 0.394
H 4.93607 -1.99042 -0.71308 0.396
H 5.30043 0.44566 -0.97776 0.395
H 3.43797 2.00418 -0.45853 0.472
H 0.03041 0.25236 1.56499 0.271
H -0.61380 3.12962 1.38477 0.445
H -1.13117 2.06364 2.71939 0.424
H -2.45926 0.72047 1.00822 -0.096
H -3.05377 2.38744 1.26927 0.407
H -1.18856 1.38202 -2.12778 0.271
```

The HOMO energy is -8.91 eV. As for the gap between HOMO and LUMO: 9.6 eV. As for the SMILES: CCCCCOc1ccccc1C(=O)NCCC(=O)O.


Version 2
# C15H21NO4

An isolated molecule of C15H21NO4 (ωB97M-V/def2-TZVPD, OMol25).

The geometry in XYZ format:
```
41
Properties=species:S:1:pos:R:3:mulliken_charge:R:1
C -4.25919 -1.53272 2.31791 -1.299
C -3.53864 -0.80620 1.24081 0.315
C -2.40453 -0.06143 1.24845 -0.664
C -2.20918 0.38542 -0.09573 1.239
C -1.12466 1.22007 -0.59695 0.505
O -0.97202 1.55062 -1.75240 -0.698
O -0.28569 1.57022 0.39205 -0.315
C 0.81817 2.40275 0.06653 -0.750
C 2.13944 1.81447 0.56719 0.755
O 2.84991 2.45956 1.31695 -0.690
N 2.47183 0.58412 0.13815 0.186
C 1.70360 -0.22454 -0.78759 -0.436
C 2.61891 -1.22033 -1.49218 -1.175
C 3.24942 -2.21342 -0.50271 0.638
C 2.39669 -3.47072 -0.35303 -1.634
C 3.44314 -1.52786 0.85845 -0.894
C 3.66955 -0.03321 0.68472 -0.966
C -3.25705 -0.13242 -0.82384 0.036
C -3.60044 -0.01502 -2.26044 -1.362
O -4.05468 -0.84881 -0.01704 -0.386
H -3.72611 -1.41672 3.25622 0.338
H -5.26921 -1.14064 2.42946 0.304
H -4.33613 -2.59212 2.07679 0.303
H -1.77337 0.16090 2.08278 0.534
H 0.84718 2.56776 -1.01786 0.417
H 0.68082 3.36263 0.57366 0.348
H 0.90954 -0.76421 -0.25454 0.021
H 1.23267 0.41554 -1.53664 0.633
H 3.39907 -0.66277 -2.01274 0.405
H 2.04126 -1.75823 -2.24471 0.436
H 4.22834 -2.51020 -0.89297 0.299
H 2.33247 -4.00572 -1.29785 0.429
H 1.38844 -3.21505 -0.03393 0.299
H 2.83209 -4.13690 0.38836 0.418
H 4.29036 -1.96595 1.38646 0.459
H 2.55532 -1.67567 1.47654 0.251
H 3.87717 0.45443 1.64004 0.492
H 4.52320 0.14991 0.02170 0.263
H -3.62767 -1.00007 -2.72477 0.312
H -2.85457 0.60074 -2.75287 0.313
H -4.58447 0.43721 -2.37692 0.320
```

The HOMO energy is -8.62 eV. As for the gap between HOMO and LUMO: 9.3 eV. As for the SMILES: Cc1cc(C(=O)OCC(=O)N2CCC(C)CC2)c(C)o1.


Most stable = version 1


Version 1
# C2H12O5

A 5-piece molecular cluster, C2H12O5 overall (ωB97M-V/def2-TZVPD, OMol25).

The geometry in XYZ format:
```
19
Properties=species:S:1:pos:R:3:mulliken_charge:R:1
C 0.88246 2.14358 -2.61044 -0.934
C 0.63680 0.88266 -1.82154 0.116
O 0.17213 0.87224 -0.70430 -0.447
H 1.95741 2.13880 -2.80245 0.295
H 0.61821 3.00091 -2.00940 0.283
H 0.32333 2.13004 -3.53049 0.316
H 1.15333 -0.03550 -2.15870 0.366
O -1.72331 -3.37330 0.05293 -0.649
H -2.21307 -3.49147 0.87828 0.299
H -0.81529 -3.42281 0.39235 0.342
O 1.12047 1.39719 1.92486 -0.626
H 0.80185 1.57851 1.02613 0.349
H 2.04229 1.16805 1.77857 0.302
O -1.92469 -0.28521 1.69176 -0.629
H -2.84167 -0.05600 1.56422 0.289
H -1.33903 0.42438 1.68775 0.286
O 0.43413 -2.06086 1.34426 -0.633
H 1.00404 -1.60110 1.97831 0.286
H -0.28940 -1.41010 1.31792 0.390
```

The HOMO energy is -10.48 eV. As for the gap between HOMO and LUMO: 11.1 eV. As for the SMILES: CC=O.O.O.O.O.


Version 2
# C2H12O5

A 5-piece molecular cluster, C2H12O5 overall (ωB97M-V/def2-TZVPD, OMol25).

The geometry in XYZ format:
```
19
Properties=species:S:1:pos:R:3:mulliken_charge:R:1
C -2.42553 -0.77909 -0.45816 -0.672
C -1.89116 -0.52231 0.74378 0.177
O -0.99377 0.48209 0.93842 -0.422
H -3.32365 -1.38232 -0.50515 0.236
H -1.97960 -0.58912 -1.42475 0.112
H -2.26995 -1.10927 1.57592 0.278
H -0.26505 0.07145 1.47117 0.322
O 1.70751 2.43239 1.13809 -0.632
H 2.28814 2.97193 0.60758 0.288
H 1.74027 1.55286 0.73200 0.363
O 0.77445 -1.80453 1.85228 -0.627
H 1.60134 -1.59738 1.37314 0.306
H 1.16950 -2.10670 2.68315 0.309
O 1.75045 -0.07034 -0.44020 -0.594
H 2.36781 -0.27054 -1.13643 0.262
H 0.95076 0.13238 -0.92483 0.362
O -0.04789 0.90873 -2.64095 -0.684
H -0.81732 1.05152 -2.09421 0.300
H -0.33631 0.62824 -3.49085 0.316
```

The HOMO energy is -8.98 eV. As for the gap between HOMO and LUMO: 9.4 eV. As for the SMILES: C=CO.O.O.O.O.


Most stable = version 1


Version 1
# C3H9N3S2

An isolated molecule of C3H9N3S2 (ωB97M-V/def2-TZVPD, OMol25).

The geometry in XYZ format:
```
17
Properties=species:S:1:pos:R:3:mulliken_charge:R:1
C 2.11694 -1.24348 -1.28747 -0.714
N 0.97346 -0.40265 -0.99499 -0.377
S 0.33519 0.14611 0.32235 0.344
N -0.72063 1.26791 0.19405 -0.438
C -1.07552 2.10104 -0.91048 -0.701
C -0.56484 -1.07766 1.61035 0.304
N -1.85262 -0.80364 1.56254 -0.331
S 0.26996 -2.02471 2.61916 -0.294
H 2.95229 -0.49031 -1.27783 0.259
H 2.23246 -1.53931 -2.38606 0.265
H 2.45886 -2.04602 -0.60407 0.271
H 1.14920 0.51667 1.50782 0.221
H -1.02890 3.17974 -0.66873 0.242
H -2.10433 1.91261 -1.01609 0.232
H -0.44272 1.90881 -1.81015 0.280
H -2.41844 -1.04323 2.37491 0.223
H -2.28036 -0.36187 0.76468 0.214
```

The HOMO energy is -8.42 eV. As for the gap between HOMO and LUMO: 8.6 eV. As for the SMILES: CN=[SH](=NC)C(N)=S.


Version 2
# C3H9N3S2

A 2-piece molecular cluster, C3H9N3S2 overall (ωB97M-V/def2-TZVPD, OMol25).

The geometry in XYZ format:
```
17
Properties=species:S:1:pos:R:3:mulliken_charge:R:1
C -2.69262 -0.08134 0.05342 0.379
C 1.19337 -2.04428 0.41774 -0.860
C 0.65667 2.16766 0.41095 -0.716
N 0.54624 -1.28506 -0.58153 -0.471
N 0.06496 1.34961 -0.65366 -0.330
N -2.13759 -1.08574 -0.35215 -0.504
S -3.62928 1.01907 0.68179 -0.343
S 1.14774 -0.02612 -1.20013 0.120
H 1.17775 -1.58723 1.49435 0.252
H 2.14295 -2.32480 0.16453 0.390
H 0.69536 -2.98414 0.73190 0.307
H 0.67372 1.60638 1.32001 0.331
H -0.13497 3.02140 0.58993 0.274
H 1.74199 2.54216 0.27618 0.266
H -1.05457 -1.23867 -0.34349 0.562
H -0.86748 0.93801 -0.53507 0.146
H 0.47576 0.01308 -2.47479 0.198
```

The HOMO energy is -9.01 eV. As for the gap between HOMO and LUMO: 9.4 eV.


Most stable = version 2